An isolated molecule of C19H27N5O4S. Source: OMol25; level of theory: ωB97M-V/def2-TZVPD.

Geometry as XYZ:
```
56
Properties=species:S:1:pos:R:3:forces:R:3
C -1.673539 1.096172 -6.585471 -0.11 0.04 0.02
C -0.213819 1.506984 -6.378661 -0.17 -0.07 0.03
C 0.674216 0.325350 -6.149670 0.17 -0.11 0.29
C 1.613833 -0.251637 -7.006695 -0.23 0.37 -0.25
N 2.242264 -1.316198 -6.511594 0.01 -0.08 0.08
N 1.707036 -1.449578 -5.294599 0.03 0.07 -0.19
C 2.018859 -2.395188 -4.395048 -0.30 0.06 0.48
C 1.361828 -2.374480 -3.195877 0.65 -0.38 -0.35
C 0.393599 -1.373652 -2.945574 -0.24 0.18 -0.36
C -0.439375 -1.231391 -1.681522 -0.50 0.08 0.25
O -1.464461 -0.579607 -1.737383 0.02 0.16 -0.16
N -0.008816 -1.720442 -0.483796 0.57 -0.31 0.07
C 0.774262 -2.932330 -0.283504 0.15 0.02 -0.15
C -0.513751 -1.130167 0.751745 -0.42 -0.05 0.46
C -1.805987 -1.788500 1.231339 -0.25 0.15 0.02
C -0.627412 0.393470 0.682044 -0.02 0.07 -0.45
N -0.713672 0.973215 2.002351 -0.33 0.28 0.16
C 0.329986 1.035935 2.847490 0.31 -0.29 -0.13
O 1.444827 0.643687 2.545539 0.00 0.02 0.02
C 0.052020 1.653761 4.217655 -0.12 0.13 0.10
C -0.488529 3.077372 4.074201 -0.22 0.13 0.21
C 1.284891 1.624680 5.123600 0.21 -0.20 0.22
C 0.826631 1.501484 6.581761 -0.21 0.29 0.08
C -0.163024 0.349956 6.611240 -0.01 -0.23 -0.60
S -1.189213 0.609425 5.133615 0.12 -0.04 0.40
O -2.325526 1.441247 5.473800 0.31 -0.29 -0.16
O -1.398053 -0.656764 4.463315 0.03 0.43 0.14
N 0.104193 -0.456448 -3.841992 -0.17 -0.20 0.54
C 0.744507 -0.479508 -5.008986 0.25 0.14 -0.63
H -2.307452 1.968306 -6.755426 0.02 0.00 0.00
H -1.776472 0.431759 -7.444752 0.04 0.00 -0.01
H -2.056676 0.571148 -5.709772 0.05 0.00 0.02
H 0.132607 2.071064 -7.246638 0.09 -0.08 -0.03
H -0.149901 2.189863 -5.528976 0.01 -0.05 0.05
H 1.846976 0.096816 -8.001962 0.11 -0.10 -0.01
H 2.772486 -3.109770 -4.687244 0.01 -0.04 0.01
H 1.630392 -3.136517 -2.488885 -0.05 0.08 0.00
H 0.556134 -3.677604 -1.046002 0.00 0.04 0.06
H 1.847768 -2.727000 -0.249578 0.01 -0.07 -0.04
H 0.497197 -3.392230 0.663018 -0.09 0.15 0.07
H 0.255100 -1.320016 1.503922 0.09 -0.02 -0.08
H -2.194988 -1.277260 2.114173 0.13 -0.03 0.02
H -2.573956 -1.750607 0.458351 0.08 -0.01 -0.09
H -1.641252 -2.826622 1.521657 0.02 -0.04 -0.07
H 0.237286 0.806859 0.160051 0.09 -0.05 0.08
H -1.506225 0.691216 0.113333 0.02 -0.01 0.15
H -1.620336 1.273437 2.319572 0.04 -0.04 0.04
H 0.251159 3.717134 3.592830 0.07 -0.14 -0.12
H -1.414084 3.118842 3.502766 0.02 -0.01 -0.01
H -0.706953 3.507584 5.052037 0.00 -0.06 0.00
H 1.918922 0.771183 4.880137 -0.12 -0.04 -0.16
H 1.898363 2.511242 4.969343 -0.08 0.07 -0.05
H 1.668097 1.317869 7.247687 0.02 -0.04 -0.02
H 0.347745 2.425459 6.915809 -0.02 -0.03 0.02
H 0.354566 -0.593758 6.431150 -0.06 -0.03 0.02
H -0.814279 0.244755 7.474077 -0.05 0.21 0.02
```
Forces are in eV/Å.

Net charge: 0
HOMO level in eV: -8.24
Electronic energy in Eh: -1713.13601
Structure (SMILES): CCc1cnn2ccc(C(=O)N(C)[C@H](C)CNC(=O)[C@]3(C)CCCS3(=O)=O)nc12
Lowest unoccupied orbital energy in Ha: 0.001
Strongest force on any atom in eV/A: 0.83
ΔE to the lowest compared entry with this formula, charge and spin in kcal/mol: 70.2

How is the electron density shared among the atoms? According to Mulliken, the charges in e are:
1 C -1.0762
2 C -0.6193
3 C 0.1879
4 C -0.6021
5 N -1.5789
6 N 0.9280
7 C -0.4234
8 C -0.4901
9 C 0.9477
10 C 0.4733
11 O -0.6135
12 N 0.2603
13 C -1.3588
14 C 0.0248
15 C -1.2902
16 C -1.7202
17 N 0.1462
18 C -0.3873
19 O -0.7062
20 C 1.3773
21 C -1.6296
22 C -1.0140
23 C -0.6874
24 C -0.7638
25 S 1.2093
26 O -0.6564
27 O -0.6152
28 N -0.4285
29 C 0.4348
30 H 0.3391
31 H 0.3271
32 H 0.2870
33 H 0.3390
34 H 0.2869
35 H 0.4845
36 H 0.4633
37 H 0.2704
38 H 0.5339
39 H 0.2965
40 H 0.5154
41 H 0.7311
42 H 0.3661
43 H 0.3465
44 H 0.2735
45 H 0.3551
46 H 0.5483
47 H 0.3496
48 H 0.4173
49 H 0.3578
50 H 0.4361
51 H 0.3951
52 H 0.4033
53 H 0.4362
54 H 0.2784
55 H 0.3648
56 H 0.4693